The following is a DFT calculation (ωB97M-V/def2-TZVPD) of a structure of composition C32H33F5N4PRuS2.

Output
LUMO level in eV: -2.624
HOMO in eV: -9.9
Gap between HOMO and LUMO in eV: 7.279
Total charge: +1

XYZ file:
```
78
Properties=species:S:1:pos:R:3:forces:R:3
Ru -0.409 0.166 0.293 -0.3 0.0 0.0
N -0.699 1.768 -2.538 0.0 0.1 -0.3
P -0.390 0.132 -2.390 0.2 -0.2 0.5
C -1.858 -0.598 -1.652 0.0 -0.1 -0.1
C -1.877 -1.921 -1.192 -0.1 0.1 0.0
C -3.089 -2.542 -0.900 0.0 0.0 0.0
C -4.276 -1.849 -1.046 0.0 0.0 0.0
C -4.268 -0.515 -1.450 0.0 0.0 0.0
C -3.076 0.103 -1.761 -0.1 0.0 0.1
C -0.366 -0.317 -4.135 0.1 0.0 0.0
C 0.453 0.395 -5.017 0.0 -0.1 0.0
C 0.516 0.026 -6.348 0.0 0.0 0.0
C -0.220 -1.063 -6.802 0.0 0.0 0.0
C -1.024 -1.778 -5.928 0.0 0.0 0.0
C -1.100 -1.407 -4.592 0.0 0.0 0.0
C -0.912 2.642 -1.494 0.0 0.1 0.2
C -1.259 3.970 -1.749 0.0 0.0 -0.1
C -1.516 4.802 -0.686 0.0 0.1 0.0
C -1.422 4.297 0.606 0.0 0.0 0.0
C -1.057 2.983 0.772 0.0 0.0 -0.2
N -0.801 2.148 -0.260 0.0 0.2 0.0
H -0.913 2.109 -3.463 0.0 0.0 0.0
H -0.965 -2.486 -1.111 0.0 0.0 0.0
H -3.092 -3.573 -0.574 0.0 0.0 0.0
H -5.218 -2.343 -0.841 0.0 0.0 0.0
H -5.197 0.033 -1.538 0.0 0.0 0.0
H -3.083 1.127 -2.108 0.0 0.0 0.0
H 1.056 1.222 -4.659 0.0 0.0 0.0
H 1.147 0.577 -7.032 0.0 0.0 0.0
H -0.164 -1.354 -7.843 0.0 0.0 0.0
H -1.595 -2.625 -6.284 0.0 0.0 0.0
H -1.736 -1.963 -3.915 0.0 0.0 0.0
H -1.323 4.320 -2.770 0.0 0.0 0.0
H -1.792 5.833 -0.858 0.0 0.0 0.0
H -1.628 4.909 1.472 0.0 0.0 0.0
H -0.977 2.546 1.754 0.0 0.0 0.0
F -6.673 -2.076 2.234 0.0 0.0 0.0
C -5.351 -1.938 2.182 -0.1 0.0 0.0
C -4.785 -0.680 2.075 0.0 0.0 0.0
F -5.564 0.400 2.028 0.0 0.0 0.0
C -3.411 -0.560 1.999 -0.1 0.0 0.0
F -2.911 0.690 1.903 0.0 0.0 0.0
C -2.557 -1.655 2.016 0.1 0.1 0.0
S -0.803 -1.466 2.004 0.2 -0.2 0.0
C -3.161 -2.901 2.125 0.0 -0.1 0.0
F -2.411 -4.005 2.120 0.0 0.0 0.0
C -4.533 -3.052 2.210 0.0 -0.1 0.0
F -5.075 -4.265 2.287 0.0 0.0 0.0
S 1.390 1.012 1.456 0.2 0.1 0.3
C 1.061 1.464 3.082 0.0 0.0 0.1
N -0.066 1.161 3.717 0.0 0.0 -0.1
C -0.278 1.431 5.135 0.0 0.0 0.0
C 0.441 2.713 5.510 0.0 0.0 0.0
C 1.903 2.601 5.115 0.0 0.0 0.0
N 1.997 2.176 3.721 0.0 0.0 -0.1
H -0.638 0.454 3.252 0.0 0.0 0.0
H 0.096 0.595 5.733 0.0 0.0 0.0
H -1.350 1.511 5.307 0.0 0.0 0.0
H 0.362 2.888 6.581 0.0 0.0 0.0
H -0.019 3.559 4.995 0.0 0.0 0.0
H 2.421 1.887 5.761 0.0 0.0 0.0
H 2.404 3.563 5.209 0.0 0.0 0.0
H 2.832 2.380 3.197 0.0 0.0 0.0
C 1.436 -2.577 -1.431 0.0 0.0 0.0
C 2.036 -1.174 -1.446 -0.1 0.0 0.1
C 2.796 -0.985 -2.765 0.0 0.0 0.0
C 3.045 -1.089 -0.299 0.0 0.0 0.0
C 0.989 -0.034 -1.301 -0.1 -0.1 -0.4
H 2.233 -3.318 -1.507 0.0 0.0 0.0
H 0.768 -2.742 -2.283 0.0 0.0 0.0
H 0.903 -2.764 -0.496 0.0 0.0 0.0
H 3.616 -1.703 -2.825 0.0 0.0 0.0
H 3.227 0.018 -2.832 0.0 0.0 0.0
H 2.156 -1.147 -3.633 0.0 0.0 0.0
H 3.849 -1.806 -0.477 0.0 0.0 0.0
H 2.581 -1.325 0.657 0.0 0.0 0.0
H 3.488 -0.094 -0.228 0.0 0.0 0.0
H 1.533 0.909 -1.459 0.0 0.0 0.1
```
Forces are in eV/Å.